Entry 1:
Molecular formula: C6H15N2O
Method: DFT, the ωB97M-V functional and the def2-TZVPD basis

```
24
Properties=species:S:1:pos:R:3:forces:R:3:lowdin_charge:R:1
C 0.4188 -0.9161 1.0942 -3.363 0.677 5.201 -0.114
C -0.0485 -1.6829 -0.0367 -1.252 0.298 0.297 0.051
C 2.8348 0.9549 -0.2057 -0.523 1.666 2.362 -0.060
C -3.3608 -0.0015 0.2807 -1.007 -0.376 -0.220 -0.174
C 2.1963 -0.4363 -0.4760 2.764 2.546 -2.325 -0.172
C 0.0520 0.7701 -0.4847 -0.835 0.414 0.270 -0.110
N -2.4016 -0.4937 -0.6716 -0.611 0.945 -1.281 0.001
N 0.8346 -0.4001 -0.1082 -2.767 1.584 -2.607 -0.208
O -0.2938 1.5284 0.5931 1.408 -2.001 -0.226 0.057
H -0.4671 -0.2845 1.4956 1.904 -1.265 -0.182 0.158
H 1.1345 -1.1038 1.8869 0.192 -0.489 -0.426 0.155
H 0.4957 -2.5199 -0.3025 1.093 -1.573 -0.734 0.103
H -1.2146 -1.5366 -0.2743 2.571 -0.071 -0.176 0.101
H 3.9407 1.0798 -0.3271 -1.052 -0.666 -0.400 0.096
H 2.2936 1.7624 -0.7994 0.898 -0.990 0.739 0.089
H 2.6954 1.2230 0.9446 0.063 -0.446 -2.287 0.125
H -3.2875 -0.4917 1.2466 0.881 0.055 0.267 0.072
H -3.3926 1.0824 0.4032 -0.049 0.030 -0.103 0.079
H -4.4037 -0.3605 0.0636 0.609 0.528 -0.679 0.110
H 2.7740 -1.1347 0.0667 0.106 -1.290 0.376 0.128
H 2.2664 -0.5400 -1.5731 -0.013 -0.694 0.516 0.150
H -0.0346 1.1679 -1.5021 0.462 -0.460 0.508 0.160
H -2.3803 0.0026 -1.6204 -0.540 -0.588 1.788 0.102
H -0.6517 2.3310 0.3066 -0.939 2.168 -0.678 0.099
```
Forces are in eV/Å.

Properties
LUMO energy (alpha / beta) = -4.36 / -3.50 eV
Gap between HOMO and LUMO (alpha / beta) = 7.9 / 10.3 eV
Strongest force on any atom = 6.230 eV/Å
Energy above the lowest of the compared OMol25 structures with the same formula, charge and spin = 149.7 kcal/mol
Charge = +1

---

Entry 2:
Molecular formula: C4H8N2
Method: DFT, the ωB97M-V functional and the def2-TZVPD basis

```
14
Properties=species:S:1:pos:R:3:forces:R:3:lowdin_charge:R:1
C -0.2260 -1.3605 0.1026 1.643 0.873 -3.526 -0.086
C -0.6144 -0.0433 -0.5402 1.037 0.102 -1.957 -0.310
C 0.6165 -0.1971 0.3643 3.096 3.088 0.606 -0.265
C -1.7338 0.7599 -0.0348 -3.202 1.593 3.295 -0.131
N 2.9238 0.4622 0.2292 -0.117 0.612 0.517 0.009
N 1.9878 -0.0963 -0.3346 -0.977 -0.590 -0.968 -0.061
H -0.7305 -1.7083 0.8825 -2.355 -1.423 3.088 0.060
H 0.1575 -2.1217 -0.5744 0.069 0.201 0.170 0.116
H -0.4996 0.1074 -1.6902 0.369 -0.761 2.242 0.167
H 0.6424 0.4180 1.3509 -0.337 -1.446 -1.596 0.157
H -2.7987 0.2822 -0.0117 1.999 0.369 -0.174 0.105
H -1.9512 1.7787 -0.3900 0.616 -0.474 -1.190 0.065
H -1.5745 1.1490 1.0410 -0.076 -1.356 -1.032 0.093
H 3.8009 0.5699 -0.3948 -1.765 -0.786 0.525 0.080
```
Forces are in eV/Å.

Properties
LUMO energy = 1.20 eV
Gap between HOMO and LUMO = 9.8 eV
Strongest force on any atom = 4.863 eV/Å
Energy above the lowest of the compared OMol25 structures with the same formula, charge and spin = 76.8 kcal/mol
SMILES = [H]/N=N/[C@@H]1C[C@H]1C

---

Entry 3:
Molecular formula: C24H42NP3SSc
Method: DFT, the ωB97M-V functional and the def2-TZVPD basis

```
72
Properties=species:S:1:pos:R:3:forces:R:3:lowdin_charge:R:1
Sc 2.8901 -1.4628 -1.7645 -0.640 -0.822 -0.677 1.012
P -1.5125 1.9371 0.6743 0.606 0.338 -0.166 0.846
P -3.5606 -1.0974 -0.8469 1.240 0.290 -1.514 0.636
P 3.7460 0.9452 -1.0435 1.183 1.984 0.634 0.760
H 1.1212 -2.2133 -4.4825 -0.144 0.483 0.231 0.141
C 1.6345 -1.7451 -3.6253 0.570 -1.151 -0.344 -0.309
C 2.1180 -2.9885 -2.8381 0.222 -0.449 -0.031 -0.211
H 1.2519 -3.5968 -2.5819 0.178 -0.125 0.128 0.074
C -1.3095 3.3581 -0.4035 0.025 0.153 -0.138 -0.203
C -2.9011 2.3921 1.7493 -0.297 -0.440 0.005 -0.194
C -0.0739 1.8256 1.7598 0.149 0.040 0.150 -0.204
C -4.2080 -2.3915 -1.8794 -0.253 -0.184 0.090 -0.199
C -3.9572 -1.4548 0.8685 -0.225 0.035 0.351 -0.192
C -4.0763 0.4211 -1.6712 -0.741 0.297 0.310 -0.187
C 5.4367 1.0335 -1.7625 -0.173 -0.172 -0.101 -0.256
C 4.0724 1.0541 0.7692 -0.020 -0.336 0.076 -0.263
C 3.0530 2.6124 -1.3963 -0.361 -0.081 -0.388 -0.238
H 2.4685 -1.2120 -4.1433 -0.165 0.165 0.203 0.138
H 2.8447 -3.5414 -3.4547 -0.284 -0.048 0.170 0.081
H -1.4777 4.2694 0.1803 0.163 -0.074 -0.176 0.075
H -2.0550 3.3182 -1.2047 0.144 0.067 0.064 0.063
H -0.3081 3.3648 -0.8459 -0.204 0.053 0.012 0.053
H -2.7718 3.4544 2.0182 -0.024 -0.421 -0.108 0.081
H -2.8993 1.7865 2.6656 -0.051 0.148 -0.252 0.064
H -3.8606 2.2676 1.2301 0.198 0.115 0.175 0.061
H 0.0066 2.7422 2.3680 0.098 -0.304 -0.293 0.088
H 0.8312 1.6674 1.1552 -0.226 0.194 0.174 0.034
H -0.1747 0.9668 2.4350 -0.080 0.200 -0.106 0.031
H -5.2872 -2.3982 -1.6993 -0.052 -0.172 -0.122 0.089
H -3.7772 -3.3577 -1.6071 -0.120 0.072 -0.022 0.080
H -4.0082 -2.1654 -2.9313 -0.039 -0.042 0.228 0.070
H -4.9742 -1.0943 1.0610 0.063 -0.117 0.027 0.080
H -3.2822 -0.9967 1.6056 -0.101 -0.029 -0.399 0.044
H -3.9379 -2.5532 1.0081 0.016 0.539 -0.171 0.088
H -5.1391 0.5819 -1.4514 0.099 0.195 -0.218 0.079
H -3.9633 0.2311 -2.7494 0.027 0.017 0.315 0.084
H -3.5000 1.3224 -1.4182 -0.191 -0.444 0.081 0.029
H 5.9208 1.9895 -1.5159 -0.082 -0.353 -0.073 0.072
H 5.3543 0.9242 -2.8522 0.171 0.171 0.189 0.055
H 6.0375 0.1944 -1.3836 -0.004 0.272 -0.059 0.058
H 4.8369 1.8046 1.0211 -0.241 -0.200 -0.241 0.077
H 4.4090 0.0722 1.1316 0.034 0.291 -0.012 0.041
H 3.1454 1.3049 1.3027 0.195 -0.054 -0.154 0.024
H 3.8338 3.3854 -1.4707 -0.179 -0.379 0.122 0.073
H 2.3346 2.9088 -0.6166 0.244 -0.160 -0.212 0.033
H 2.5204 2.5640 -2.3555 0.115 0.196 0.187 0.045
C -0.6710 -1.3033 -2.4683 1.089 -0.614 0.533 -0.550
C 0.6659 -0.7146 -2.9804 -1.906 0.750 -0.261 -0.379
C 0.2074 0.0737 -4.2023 0.284 0.493 -0.041 -0.077
C -0.6099 -0.5711 -5.1001 0.582 0.467 0.181 -0.115
C -1.2266 -1.8020 -4.7567 -0.151 -0.883 0.654 -0.099
C -1.2848 -2.1387 -3.3911 -1.107 -0.109 -1.163 -0.197
S -1.4591 -1.0778 -0.8844 1.612 -1.690 0.158 0.709
H -1.4403 0.6776 -0.2293 -0.647 1.213 1.215 -0.079
H 1.1669 -0.1032 -2.1817 -0.453 0.312 -0.382 0.073
H 0.6962 1.0288 -4.3856 -0.348 -0.041 -0.211 0.101
H -0.7642 -0.1693 -6.1073 -0.014 0.064 0.520 0.125
H -1.7375 -2.4039 -5.5199 0.355 0.228 0.453 0.117
H -1.9098 -2.9610 -3.0100 0.163 0.360 -0.471 0.097
N 2.0461 -1.5396 0.1553 -1.871 -0.336 4.474 0.113
C 1.6182 -1.5429 1.2674 1.578 0.250 -3.199 -0.023
C 1.2241 -1.3398 2.6173 -0.494 -0.004 1.048 -0.223
C -0.0889 -1.6091 3.0761 -0.018 0.056 -0.197 -0.030
C -0.4857 -1.2030 4.3495 -0.014 -0.233 -0.337 -0.046
C 0.4281 -0.5879 5.2051 0.108 0.140 0.011 -0.015
C 1.7349 -0.3364 4.7863 0.093 -0.206 -0.264 -0.020
C 2.1362 -0.7358 3.5144 0.224 0.224 -0.358 -0.005
H -0.7836 -2.1398 2.4294 0.082 0.161 0.034 0.113
H -1.5169 -1.3663 4.6780 0.468 -0.106 -0.093 0.127
H 0.1287 -0.3109 6.2131 -0.006 0.019 -0.202 0.133
H 2.4449 0.1716 5.4432 -0.228 -0.303 -0.191 0.134
H 3.1606 -0.5664 3.1844 -0.229 0.031 0.145 0.118
```
Forces are in eV/Å.

Properties
LUMO energy (alpha / beta) = -9.06 / -9.06 eV
Gap between HOMO and LUMO (alpha / beta) = 4.7 / 4.7 eV
Strongest force on any atom = 4.861 eV/Å
Charge = +3